Entry 1:
The following is a DFT calculation (ωB97M-V with the def2-TZVPD basis set) of C22H70F2FeNO36P6S3 as an isolated structure.

- Total charge: 0
- 2S+1: 6
- Orbital gap (alpha / beta): 8.14 / 7.16 eV
- Highest occupied orbital energy (alpha / beta): -9.13 / -9.13 eV

Each line ends with the Mulliken spin population.
Positions of all 141 atoms, in Å:
Fe -0.59885 -2.67469 -2.14891  4.2172
N 0.03474 -1.37667 -0.87215  -0.0139
S 1.34359 -0.50876 -0.56535  0.0184
O 2.13873 -0.84098 0.59559  0.0092
O 1.40293 0.78765 -1.16904  0.0096
F 2.18008 -1.36629 -1.65609  0.0048
S -0.77100 -0.54602 0.41086  0.0412
O -1.07324 0.83718 0.24451  0.0047
O -0.53765 -1.05188 1.73257  0.0078
F -2.20473 -1.17358 0.05218  0.0163
S -0.08966 -2.74859 -4.77704  -0.0351
O -0.92126 -2.09075 -5.73753  0.0250
O 1.04301 -3.37530 -5.39938  0.0264
O 0.31440 -1.84308 -3.63222  0.3205
O -0.85047 -3.62323 -3.80282  0.2142
C -2.38154 -3.84311 2.96841  0.0005
O -3.12912 -3.47783 1.82315  0.0012
H -2.92561 -3.58143 3.87096  0.0000
H -2.27517 -4.93622 2.97121  0.0001
H -1.34832 -3.48928 2.96449  -0.0003
H -2.74055 -3.83161 1.02290  0.0011
C -0.95221 1.28704 3.85366  0.0009
O -1.60133 0.59734 4.89934  0.0001
H -0.55923 2.25318 4.19017  0.0000
H -0.10810 0.77184 3.39471  -0.0003
H -1.67133 1.49097 3.05946  -0.0001
H -0.93952 0.05352 5.34778  0.0000
C -4.31103 -0.30994 2.74552  -0.0002
O -4.82150 -1.15906 1.71403  0.0000
H -3.94512 -0.87153 3.60254  0.0000
H -3.49737 0.28811 2.32576  0.0003
H -5.08240 0.41336 3.00851  0.0000
H -4.41875 -2.03404 1.77675  0.0000
C -3.42702 -2.00330 -3.22476  0.0040
O -2.22033 -1.53631 -2.63001  0.0844
H -3.62726 -1.40167 -4.10880  0.0034
H -3.28405 -3.03000 -3.56581  -0.0017
H -4.25740 -2.09551 -2.52197  0.0008
H -2.29964 -0.56263 -2.51048  -0.0045
C 4.24847 -5.60740 -3.37887  0.0003
O 3.22425 -4.67559 -3.09878  0.0009
P 2.09267 -4.91790 -2.00597  0.0066
O 1.04421 -3.88468 -1.92900  0.0320
O 1.52370 -6.37013 -2.27409  0.0020
C 0.44395 -6.56622 -3.18851  0.0001
O 2.95971 -5.08148 -0.69332  0.0032
C 2.38686 -5.04126 0.62000  0.0002
H 4.48756 -6.20437 -2.49142  -0.0001
H 5.16945 -5.13679 -3.70677  0.0001
H 3.88651 -6.36536 -4.07672  0.0001
H 0.44944 -7.53051 -3.69499  0.0000
H 0.44779 -5.82362 -3.98753  0.0003
H -0.50497 -6.52237 -2.65283  -0.0001
H 2.73900 -5.93632 1.13207  -0.0001
H 1.29978 -5.09228 0.56162  0.0001
H 2.71296 -4.17930 1.19636  0.0001
C 1.43389 1.05929 -4.49944  0.0047
O 1.40048 1.31983 -5.90565  0.0005
P 2.44446 0.43908 -6.77332  -0.0003
O 2.19877 -1.00072 -6.75316  -0.0008
O 2.25395 1.16087 -8.20635  0.0000
C 2.67703 0.47553 -9.38039  0.0000
O 3.89878 0.86433 -6.24386  -0.0001
C 4.32055 2.22164 -6.15267  0.0000
H 1.49748 2.02191 -3.98368  -0.0005
H 2.23649 0.41776 -4.14048  0.0020
H 0.45639 0.68605 -4.19625  -0.0050
H 1.98644 0.76888 -10.16935  0.0000
H 2.67179 -0.61040 -9.28921  0.0000
H 3.68429 0.80850 -9.63792  0.0000
H 5.36532 2.23589 -6.46342  0.0000
H 4.31626 2.46064 -5.08683  0.0000
H 3.74559 2.95885 -6.70979  0.0000
C -1.48153 7.09402 -0.33882  0.0000
O -2.02304 5.92793 0.25760  0.0000
P -2.92423 5.91985 1.60971  -0.0001
O -2.57805 6.88273 2.66304  0.0000
O -2.80336 4.39581 2.05463  0.0000
C -3.19769 3.34443 1.16524  0.0003
O -4.38099 6.05515 1.01120  0.0000
C -4.92680 7.31948 0.69368  0.0000
H -1.76187 7.19336 -1.38836  0.0000
H -0.39458 7.01271 -0.28851  0.0000
H -1.78613 7.99019 0.20397  0.0000
H -3.66741 3.69004 0.24207  -0.0001
H -3.87186 2.62362 1.62024  0.0002
H -2.25944 2.87559 0.86844  -0.0006
H -5.87854 7.44941 1.20979  0.0000
H -5.10217 7.31164 -0.38512  0.0000
H -4.34086 8.20859 0.93247  0.0000
C -4.26792 2.23736 -4.77683  0.0000
O -3.01208 2.75700 -4.36428  -0.0001
P -2.49743 2.49338 -2.89328  0.0023
O -2.57545 1.08757 -2.44451  -0.0036
O -3.30490 3.52927 -1.98981  -0.0002
C -3.26050 4.94546 -2.23041  0.0001
O -1.02590 3.07521 -2.94579  -0.0001
C -0.36260 3.45342 -1.71935  -0.0004
H -4.88940 1.91782 -3.94009  0.0000
H -4.15499 1.34541 -5.39953  0.0000
H -4.76610 2.93952 -5.44224  0.0000
H -4.23743 5.26224 -2.58868  0.0000
H -2.52888 5.25409 -2.97790  0.0000
H -2.99444 5.39578 -1.27667  0.0000
H -1.07294 3.33018 -0.90146  0.0003
H -0.10561 4.51328 -1.71448  0.0000
H 0.54448 2.88565 -1.53306  0.0000
C 3.67439 0.70834 6.03576  0.0000
O 3.02687 0.56580 4.78455  -0.0001
P 3.30733 1.55430 3.55723  0.0000
O 2.27593 1.49919 2.52634  0.0000
O 3.54499 2.98745 4.23862  -0.0001
C 2.50172 3.60140 4.99420  0.0000
O 4.76500 1.09727 3.06120  0.0000
C 4.91865 -0.26768 2.64778  0.0003
H 2.96346 1.04261 6.79034  0.0000
H 4.56260 1.34153 6.01862  0.0000
H 4.03612 -0.26323 6.37880  0.0000
H 1.55975 3.40069 4.48064  -0.0001
H 2.70733 4.65701 5.13829  0.0000
H 2.36549 3.16480 5.98724  0.0000
H 3.96458 -0.79368 2.60619  -0.0003
H 5.54722 -0.76320 3.38735  0.0000
H 5.37136 -0.26496 1.65998  0.0000
C 1.50483 -2.62078 3.53671  0.0003
O 0.82798 -3.08690 4.68409  -0.0001
P 0.88387 -2.36086 6.11609  0.0002
O 0.57927 -0.92148 6.09958  -0.0001
O -0.01123 -3.35652 7.00354  0.0000
C -1.40778 -3.14448 7.07139  0.0000
O 2.35293 -2.64581 6.68432  0.0000
C 2.79045 -3.98296 6.90449  0.0000
H 2.56410 -2.89158 3.47627  0.0001
H 1.50379 -1.53178 3.44633  -0.0003
H 1.04329 -2.99689 2.62556  -0.0006
H -1.75848 -2.14220 6.80258  0.0000
H -1.75839 -3.26960 8.09440  0.0000
H -2.01363 -3.76148 6.40442  0.0000
H 2.95823 -4.24767 7.94663  0.0000
H 3.77409 -4.04659 6.43059  0.0000
H 2.17849 -4.72654 6.39477  0.0000


Entry 2:
The following is a DFT calculation (ωB97M-V with the def2-TZVPD basis set) of a 11-piece molecular cluster, C22H70N4O11 overall.

- Total charge: 0
- Energy relative to the best compared isomer or geometry (same formula, charge and spin): 0.0000 eV
- Structure (SMILES): COC[C@H](C)N.COC[C@H](C)N.COC[C@H](C)N.COC[C@H](C)N.CCO.CCO.CCO.O.O.O.O
- Orbital gap: 8.23 eV
- Highest occupied orbital energy: -8.51 eV

Each line ends with the Mulliken charge.
Positions of all 107 atoms, in Å:
C -3.17150 -16.12969 -19.17193  -0.6925
O -3.53990 -16.01897 -17.80884  0.1369
C -4.31095 -14.86389 -17.54974  -1.4257
C -4.04462 -14.44558 -16.09851  2.2003
C -4.78176 -15.30776 -15.10044  -1.3039
N -4.41575 -13.03626 -15.93019  -0.7066
H -4.04946 -16.04770 -19.82156  0.3561
H -2.72164 -17.10169 -19.35971  -0.0815
H -2.47757 -15.31922 -19.41773  0.3328
H -3.99560 -14.02417 -18.18205  0.5238
H -5.38279 -15.00565 -17.72150  0.2993
H -2.96323 -14.59799 -15.98298  -1.1126
H -4.56819 -14.93162 -14.09573  0.3306
H -4.36684 -16.31559 -15.14899  0.0455
H -5.86130 -15.31194 -15.24114  0.4180
H -3.82715 -12.40844 -16.47225  0.3441
H -4.16174 -12.79586 -14.97255  0.3546
C -3.43638 -17.78894 -9.67998  -0.6156
O -4.05172 -16.52319 -9.86227  -0.4153
C -3.67496 -15.86482 -11.04746  -0.6073
C -2.19555 -15.54039 -11.19616  1.1886
C -1.67382 -14.67523 -10.05800  -1.7443
N -1.93989 -14.91007 -12.49474  -0.4727
H -3.87330 -18.19518 -8.77172  0.2615
H -2.35979 -17.67496 -9.51953  0.2836
H -3.59171 -18.42272 -10.55908  0.2228
H -3.96102 -16.45978 -11.93181  0.1472
H -4.26749 -14.95050 -11.13100  0.3753
H -1.65078 -16.49820 -11.16114  0.1566
H -2.03642 -15.06541 -9.10505  0.3622
H -2.06344 -13.65733 -10.13866  0.3667
H -0.58420 -14.64060 -10.06879  0.4012
H -2.07982 -15.60038 -13.24016  -0.0836
H -0.92744 -14.80270 -12.51931  0.2381
C 1.77246 -19.94920 -13.03653  -0.4247
O 3.02469 -20.28854 -13.58880  -0.5067
C 3.00040 -20.22360 -14.98944  0.3697
C 4.31680 -20.67742 -15.57199  0.4892
C 4.38127 -20.53544 -17.08442  -1.5209
N 4.58780 -22.10822 -15.20124  -0.7524
H 1.77686 -20.15503 -11.96849  0.3931
H 0.96163 -20.50484 -13.52134  0.1181
H 1.58981 -18.87388 -13.15867  0.0974
H 2.15938 -20.82326 -15.38144  -0.2640
H 2.74732 -19.21684 -15.36412  0.0322
H 5.11425 -20.08818 -15.10908  0.2971
H 5.37818 -20.87068 -17.37766  0.4078
H 4.27379 -19.50191 -17.41600  0.3877
H 3.64599 -21.18360 -17.56525  0.2723
H 4.17452 -22.67413 -15.93948  0.2475
H 3.94613 -22.24696 -14.42258  0.3753
C 0.65916 -19.56501 -17.38981  -0.6989
O 0.29980 -18.83699 -16.24410  0.4705
C -1.04743 -19.09578 -15.85222  -0.7301
C -1.47576 -18.27237 -14.64451  0.6897
C -2.77049 -18.80406 -14.07804  -1.5212
N -1.62047 -16.83279 -14.95606  1.0363
H 0.13261 -19.29254 -18.30514  0.1818
H 0.51392 -20.64735 -17.25794  0.1342
H 1.72314 -19.40580 -17.55592  0.1028
H -1.76060 -18.92201 -16.66158  -0.0440
H -1.07446 -20.16687 -15.59441  0.3277
H -0.68147 -18.23081 -13.89396  0.0965
H -3.53858 -18.88785 -14.85515  0.2650
H -3.17298 -18.17551 -13.28879  0.0437
H -2.62253 -19.82009 -13.69904  0.5339
H -2.12489 -16.53240 -15.78376  -0.6906
H -0.71750 -16.38077 -15.01806  -0.1838
C -3.62569 -21.84901 -17.65874  -1.0340
C -2.74137 -21.43104 -18.81915  -0.1054
O -2.51481 -20.00837 -18.75599  -0.3886
H -3.41476 -21.28847 -16.74569  0.1426
H -3.45194 -22.90093 -17.42929  0.3648
H -4.68056 -21.69204 -17.88070  0.3532
H -3.23980 -21.68013 -19.75805  0.3423
H -1.77850 -21.94667 -18.75083  0.2639
H -2.17655 -19.77334 -19.62573  0.2062
C -0.10052 -13.49089 -16.55248  -0.6541
C -0.54135 -12.76650 -15.29114  0.2713
O -0.08346 -11.41998 -15.39456  -0.5900
H -0.53312 -13.01992 -17.43449  0.3530
H -0.44935 -14.52109 -16.48051  -0.1646
H 0.98628 -13.42579 -16.59670  0.3808
H -0.14379 -13.26228 -14.40017  0.0535
H -1.63212 -12.77618 -15.18418  0.0036
H -0.41034 -10.91216 -14.64710  0.3321
C 0.42002 -24.30743 -15.54062  -0.9506
C 1.11116 -24.08243 -16.87582  -0.0418
O 2.51610 -24.07257 -16.65941  -0.5104
H 0.75432 -25.21159 -15.04084  0.3474
H -0.66227 -24.34045 -15.67621  0.3225
H 0.63608 -23.42776 -14.92818  0.1014
H 0.73600 -23.15810 -17.32952  0.0124
H 0.86059 -24.89603 -17.56702  0.4171
H 2.95611 -24.32395 -17.47599  0.2799
O 1.53649 -17.76388 -19.90753  -0.5589
H 0.92774 -17.68774 -20.64876  0.2838
H 2.40614 -17.82216 -20.31627  0.2892
O 0.86267 -15.75075 -12.97621  -0.5532
H 1.50795 -15.07303 -12.75212  0.2465
H 1.13537 -16.07142 -13.85226  0.3137
O -4.69475 -18.55738 -17.62378  -0.7504
H -3.97994 -19.17823 -17.83241  0.3344
H -4.23538 -17.71442 -17.47022  0.2839
O 1.39595 -16.31164 -15.68634  -0.7116
H 1.10986 -17.24037 -15.76660  0.2901
H 1.46421 -16.00110 -16.59391  0.3080


The following total energy values (in Ha) correspond, in order, to the records above: -8350.1679; -1926.7737.
The following strongest force on any atom values (in eV/A) correspond, in order, to the records above: 9.1; 1.7.